[1]
{"formula": "C8H16Cl2InN2O", "method": "ωB97M-V with the def2-TZVPD basis set", "total_energy_ev": -43803.265, "charge": -1, "species": ["In", "Cl", "Cl", "C", "H", "H", "C", "C", "H", "C", "H", "C", "H", "H", "C", "H", "H", "C", "H", "H", "H", "H", "N", "C", "N", "O", "H", "H", "H", "H"], "positions_angstrom": [[-1.24413, -0.94320, -1.22698], [0.23456, 0.42452, -2.88280], [-3.59327, -0.30567, -1.64104], [-1.82056, -2.79742, -2.08094], [-2.78667, -3.36438, -2.10769], [-1.00844, -3.23865, -2.59949], [0.13430, -0.26030, 1.61570], [0.22549, -0.56683, 0.35261], [-0.77594, -0.18395, 2.23369], [1.33447, -1.41897, -0.19051], [-1.41909, -3.16819, -1.05278], [2.56876, -1.39885, 0.75314], [1.09354, -2.48219, -0.45637], [1.61932, -0.90931, -1.12236], [2.66110, -0.04902, 1.51764], [2.48025, -2.24909, 1.46160], [3.46243, -1.57903, 0.13605], [1.36546, 0.37327, 2.21424], [3.50061, -0.11286, 2.22245], [2.85201, 0.71570, 0.75204], [1.41943, 0.18729, 3.30890], [1.26484, 1.48205, 2.07244], [-2.44886, 2.58970, -1.34999], [-1.57215, 2.28571, -0.36899], [-1.04167, 3.28468, 0.42761], [-1.23392, 1.11339, -0.07895], [-2.88029, 3.50096, -1.26874], [-2.96825, 1.77725, -1.71994], [-0.20976, 3.03482, 0.93536], [-1.21359, 4.25858, 0.14409]], "lowdin_charge": [0.357, -0.149, -0.014, -0.311, -0.005, -0.060, -0.172, -0.304, 0.100, -0.287, -0.032, -0.203, 0.112, 0.034, -0.204, 0.105, 0.095, -0.219, 0.096, 0.110, 0.096, 0.098, 0.146, -0.617, 0.149, -0.176, 0.096, -0.028, 0.087, 0.099]}

***

[2]
{"formula": "C5H7NO", "method": "ωB97M-V with the def2-TZVPD basis set", "smiles": "C#CCCNC=O", "total_energy_ev": -8833.571, "species": ["C", "C", "C", "C", "N", "C", "O", "H", "H", "H", "H", "H", "H", "H"], "positions_angstrom": [[-2.01328, 0.28014, -0.33128], [-1.03349, 0.94505, -0.52527], [0.32288, 1.43332, -0.64925], [1.23435, 0.28934, -0.03755], [0.66144, -0.70759, 0.92105], [-0.16241, -1.76215, 0.52234], [-1.28623, -1.92858, 0.93753], [-2.90483, -0.27333, -0.18334], [0.44445, 2.41563, -0.16604], [0.53537, 1.62897, -1.71639], [1.63308, -0.27191, -0.88639], [2.04226, 0.75738, 0.51840], [0.22802, -0.30093, 1.74713], [0.29839, -2.50534, -0.15094]], "nbo_charge": [-0.218, -0.036, -0.503, -0.201, -0.649, 0.550, -0.576, 0.246, 0.232, 0.239, 0.205, 0.207, 0.387, 0.117]}

***

[3]
{"formula": "C4H12N2", "method": "ωB97M-V with the def2-TZVPD basis set", "smiles": "NCCCCN", "total_energy_ev": -7321.931, "species": ["N", "C", "C", "C", "C", "N", "H", "H", "H", "H", "H", "H", "H", "H", "H", "H", "H", "H"], "positions_angstrom": [[-0.35441, -0.79220, 1.88732], [-0.70461, -1.33733, 0.59346], [0.24669, -1.17602, -0.67219], [0.15125, 0.21511, -1.45331], [0.01568, 1.43545, -0.51776], [1.19787, 1.62170, 0.28502], [-1.21419, -0.69420, 2.41689], [0.07774, 0.11368, 1.87610], [-0.75048, -2.42450, 0.69797], [-1.70981, -1.07110, 0.22178], [-0.22098, -1.93449, -1.28323], [1.26283, -1.46850, -0.40170], [1.05104, 0.37925, -2.04200], [-0.80614, 0.02266, -1.94693], [-0.95684, 1.41521, 0.00877], [-0.07480, 2.28795, -1.19731], [1.68741, 0.89611, 0.78162], [1.10175, 2.51121, 0.74551]], "nbo_charge": [-0.848, -0.216, -0.402, -0.411, -0.216, -0.880, 0.357, 0.359, 0.181, 0.155, 0.206, 0.198, 0.216, 0.206, 0.158, 0.189, 0.380, 0.369]}

***

[4]
{"formula": "C3H5CaO3", "method": "ωB97M-V with the def2-TZVPD basis set", "total_energy_ev": -27738.364, "charge": 3, "species": ["H", "O", "C", "C", "O", "O", "C", "Ca", "H", "H", "H", "H"], "positions_angstrom": [[1.97404, 0.01551, 0.06907], [1.01209, -0.04835, 0.22167], [0.47323, 1.01377, 1.23332], [0.11896, -0.00307, -0.94544], [1.18305, 1.57879, 1.96798], [-0.77340, 1.06220, 0.94599], [-1.18571, 0.28562, -0.21965], [0.13904, -4.03936, 0.46663], [0.14616, -0.95278, -1.48206], [0.44567, 0.80620, -1.60480], [-1.66478, -0.62727, 0.14902], [-1.86834, 0.90874, -0.80173]], "nbo_charge": [0.586, -0.582, 0.980, -0.105, -0.346, -0.397, -0.096, 1.999, 0.200, 0.279, 0.181, 0.301]}

***

[5]
{"formula": "C2H6N2OS2", "method": "ωB97M-V with the def2-TZVPD basis set", "smiles": "OC/C(=N\\S)NS", "total_energy_ev": -28866.452, "species": ["O", "C", "C", "N", "S", "N", "S", "H", "H", "H", "H", "H", "H"], "positions_angstrom": [[-1.59368, -1.06380, -0.45338], [-0.44876, -1.02264, 0.38240], [0.44921, 0.32909, 0.18154], [0.04398, 1.42424, 0.67157], [-1.67620, 1.50677, 1.40629], [1.59076, 0.23658, -0.62216], [1.44162, -0.48844, -2.14966], [-1.84095, 0.00257, -0.28119], [-0.70334, -1.16787, 1.42510], [0.12738, -2.01370, 0.22588], [-1.72008, 2.81691, 1.73493], [2.21478, 1.15141, -0.70909], [2.11527, -1.71111, -1.81222]], "nbo_charge": [-0.696, -0.151, 0.385, -0.550, 0.073, -0.785, 0.199, 0.469, 0.187, 0.192, 0.148, 0.414, 0.114]}

***

[6]
{"formula": "C5H11NO3", "method": "ωB97M-V with the def2-TZVPD basis set", "smiles": "CC(=O)ON.CCC=O", "total_energy_ev": -12994.311, "species": ["C", "C", "O", "O", "N", "H", "H", "H", "H", "H", "C", "C", "C", "O", "H", "H", "H", "H", "H", "H"], "positions_angstrom": [[2.22366, 0.70814, 0.09233], [1.28499, 0.64451, -1.06815], [0.20390, 1.16240, -1.20410], [1.85789, -0.06977, -2.09082], [1.11666, -0.14249, -3.30315], [3.24426, 0.55600, -0.24507], [2.11369, 1.65918, 0.60716], [1.97650, -0.10341, 0.77786], [0.19046, 0.23765, -3.07966], [1.57357, 0.48645, -3.96162], [-2.66266, -0.15279, 1.59185], [-1.16144, -0.08166, 1.35904], [-0.53066, -1.43225, 0.96298], [0.57967, -1.77701, 1.26477], [-3.17302, -0.54685, 0.71527], [-3.06348, 0.84467, 1.75879], [-2.89752, -0.76991, 2.45739], [-0.61812, 0.29844, 2.22588], [-0.97581, 0.63144, 0.54856], [-1.28255, -2.15274, 0.59070]], "nbo_charge": [-0.741, 0.795, -0.625, -0.386, -0.510, 0.243, 0.239, 0.280, 0.361, 0.344, -0.606, -0.541, 0.462, -0.533, 0.207, 0.221, 0.206, 0.220, 0.264, 0.102]}

***

[7]
{"formula": "C3H9BrNaO4P", "method": "ωB97M-V with the def2-TZVPD basis set", "total_energy_ev": -95198.372, "species": ["Na", "Br", "C", "O", "P", "O", "O", "C", "O", "C", "H", "H", "H", "H", "H", "H", "H", "H", "H"], "positions_angstrom": [[-3.78879, 1.97786, -1.69811], [-1.43729, 3.24098, -2.69504], [2.61232, -0.62279, 0.86259], [1.32538, -0.02610, 0.70403], [0.08098, -0.93284, 0.37544], [-0.05019, -2.16915, 1.13607], [0.10887, -1.16486, -1.16676], [0.18623, -0.03818, -2.06028], [-1.09385, 0.11760, 0.54252], [-1.71298, 0.28132, 1.81331], [3.27580, 0.18103, 1.16446], [2.97745, -1.06436, -0.06812], [2.58704, -1.42535, 1.59986], [0.84288, 0.75889, -1.71520], [-0.80988, 0.35127, -2.23047], [0.61039, -0.37898, -3.00326], [-2.76550, 0.50692, 1.64178], [-1.25630, 1.06086, 2.42011], [-1.69253, -0.65412, 2.37706]], "nbo_charge": [0.940, -0.935, -0.257, -0.820, 2.585, -1.098, -0.821, -0.259, -0.824, -0.252, 0.197, 0.183, 0.200, 0.204, 0.197, 0.193, 0.167, 0.190, 0.209]}

***

What are the orbital gap values for these records? In order: 0.2549; 0.3840; 0.3713; 0.2907; 0.3455; 0.3950; 0.2537 hartree.
What are the energy above the lowest of the compared OMol25 structures with the same formula, charge and spin values for these records? In order: 1.9832; 2.6323; 1.0980; 1.2621; 2.7178; 2.5402; 0.0000 eV.